{"formula": "C60H111Cl8N12O6S", "method": "ωB97M-V/def2-TZVPD", "multiplicity": 1, "charge": -1, "homo_energy_ev": -3.00, "species": ["C", "O", "C", "C", "N", "H", "H", "C", "C", "O", "C", "H", "H", "H", "H", "H", "H", "H", "H", "H", "H", "H", "H", "H", "H", "S", "O", "O", "O", "O", "C", "C", "N", "C", "C", "C", "C", "H", "H", "H", "H", "H", "H", "H", "H", "H", "H", "H", "H", "H", "H", "H", "C", "C", "N", "C", "C", "C", "C", "H", "H", "H", "H", "H", "H", "H", "H", "H", "H", "H", "H", "H", "H", "H", "C", "C", "N", "C", "C", "C", "C", "H", "H", "H", "H", "H", "H", "H", "H", "H", "H", "H", "H", "H", "H", "H", "C", "C", "N", "C", "C", "C", "C", "H", "H", "H", "H", "H", "H", "H", "H", "H", "H", "H", "H", "H", "H", "H", "C", "Cl", "Cl", "Cl", "Cl", "C", "Cl", "Cl", "Cl", "Cl", "N", "C", "C", "C", "C", "H", "H", "H", "H", "H", "N", "C", "C", "C", "C", "H", "H", "H", "H", "H", "N", "C", "C", "C", "C", "H", "H", "H", "H", "H", "N", "C", "C", "C", "C", "H", "H", "H", "H", "H", "N", "C", "C", "C", "C", "H", "H", "H", "H", "H", "N", "C", "C", "C", "C", "H", "H", "H", "H", "H", "N", "C", "C", "C", "C", "H", "H", "H", "H", "H"], "coordinates": [[0.2573, 12.4619, -0.4373], [-0.3101, 12.6781, -1.7523], [-1.0296, 11.5833, -2.3207], [-1.8355, 12.0216, -3.6195], [-3.1755, 12.7990, -3.4036], [-3.5017, 13.0412, -4.3283], [-3.8928, 12.1870, -3.0415], [-2.9920, 14.1897, -2.6982], [-2.0639, 15.1397, -3.4917], [-2.5014, 15.1318, -4.8352], [-1.9437, 16.1339, -5.6283], [0.9081, 13.2889, -0.1531], [0.8109, 11.5251, -0.3752], [-0.5689, 12.3799, 0.2690], [-1.6618, 11.0976, -1.5774], [-0.3000, 10.8098, -2.5604], [-2.2063, 11.1911, -4.2202], [-1.2083, 12.7176, -4.1765], [-2.6559, 13.9379, -1.6924], [-3.9868, 14.6161, -2.5689], [-1.0210, 14.8280, -3.4345], [-2.1077, 16.1501, -3.0853], [-2.1978, 15.9304, -6.6685], [-0.8547, 16.0875, -5.6333], [-2.3004, 17.1087, -5.2959], [-8.1570, 12.7111, -3.0820], [-8.0774, 13.3793, -4.3775], [-9.4840, 12.1731, -2.8743], [-7.1687, 11.6458, -2.9256], [-7.8899, 13.7013, -2.0217], [1.2214, 16.6516, -11.0826], [2.5167, 16.4467, -11.9105], [2.9200, 15.0522, -11.7676], [1.9049, 14.0936, -12.1975], [1.6787, 14.1715, -13.7381], [4.3089, 14.8668, -12.1758], [4.8645, 13.4038, -12.0291], [0.2976, 16.4140, -11.6100], [1.0792, 17.6945, -10.7996], [1.3082, 16.0883, -10.1535], [2.4687, 16.6388, -12.9824], [3.2921, 17.0369, -11.4220], [2.1543, 13.0526, -11.9919], [1.0090, 14.1685, -11.5811], [1.1235, 13.3249, -14.1422], [1.1628, 15.0993, -13.9853], [2.6490, 14.2194, -14.2322], [4.8441, 15.5547, -11.5212], [4.4338, 15.1961, -13.2074], [4.4580, 12.7611, -12.8100], [4.5715, 13.0484, -11.0412], [5.9479, 13.4015, -12.1484], [3.5822, 9.2298, 5.5609], [2.9785, 10.6008, 5.5324], [1.7823, 10.8008, 6.3280], [1.4660, 12.2356, 6.4176], [2.5309, 13.2069, 6.8930], [0.7035, 10.0355, 5.7239], [-0.4846, 9.9636, 6.7060], [3.7402, 8.9170, 6.5930], [4.5909, 9.3153, 5.1568], [3.0220, 8.4871, 4.9928], [3.8522, 11.1277, 5.9160], [2.8575, 11.0760, 4.5589], [1.1464, 12.7245, 5.4973], [0.6876, 12.4274, 7.1560], [3.2088, 13.2768, 6.0423], [2.1056, 14.1798, 7.1396], [3.0577, 12.7109, 7.7083], [1.0113, 9.0005, 5.5746], [0.4681, 10.3176, 4.6977], [-0.2217, 9.5478, 7.6787], [-1.2272, 9.3036, 6.2576], [-0.8430, 10.9902, 6.7811], [-3.6090, 19.7363, -14.6122], [-3.4453, 18.7280, -13.4155], [-4.6772, 18.2696, -12.7863], [-5.3219, 19.3629, -12.0848], [-6.8138, 19.0122, -11.9679], [-4.4383, 17.1802, -11.8391], [-4.2575, 15.9040, -12.6618], [-4.1531, 20.6414, -14.3421], [-4.2772, 19.3258, -15.3692], [-2.6400, 20.0113, -15.0287], [-2.8852, 17.9076, -13.8642], [-2.7877, 19.1436, -12.6519], [-5.0438, 19.5402, -11.0458], [-5.1972, 20.3066, -12.6159], [-7.3241, 19.7276, -11.3229], [-7.3599, 19.2647, -12.8768], [-7.0214, 18.0356, -11.5307], [-5.2824, 16.9410, -11.1923], [-3.5159, 17.3615, -11.2874], [-5.0511, 15.7452, -13.3919], [-4.2427, 15.0314, -12.0088], [-3.2985, 15.8853, -13.1796], [-1.7575, 23.4486, -5.3498], [-0.3266, 23.3339, -4.8777], [0.0659, 21.9909, -4.5918], [1.5082, 22.0389, -4.3264], [2.1369, 20.6658, -4.5119], [-0.6983, 21.2450, -3.5840], [-0.4864, 21.8158, -2.1990], [-2.4871, 23.3435, -4.5468], [-1.8545, 22.5725, -5.9910], [-1.9558, 24.3243, -5.9677], [0.2162, 23.7792, -5.7115], [-0.2038, 24.0529, -4.0678], [2.0223, 22.8226, -4.8828], [1.7458, 22.3980, -3.3250], [2.2234, 20.2607, -3.5037], [1.6321, 20.0351, -5.2437], [3.1757, 20.7510, -4.8309], [-0.3494, 20.2222, -3.4417], [-1.7735, 21.3097, -3.7506], [-1.1919, 21.3716, -1.4968], [-0.7868, 22.8633, -2.2216], [0.5179, 21.7221, -1.7859], [4.3560, 14.0734, -5.4296], [4.6652, 13.6452, -3.7400], [2.7296, 13.7642, -5.8934], [4.7331, 15.8791, -5.7398], [5.4183, 12.9850, -6.4372], [1.7497, 8.3794, -7.4415], [0.1650, 8.0168, -6.6888], [2.8807, 8.9077, -6.1642], [2.4295, 6.9063, -8.1835], [1.5260, 9.6763, -8.6465], [-5.3609, 13.3241, 1.3529], [-4.5780, 14.1918, 2.0962], [-3.8637, 13.4407, 2.9837], [-4.1374, 12.1015, 2.7513], [-5.1802, 12.0467, 1.8851], [-6.0223, 13.5698, 0.6301], [-4.5481, 15.2637, 1.9677], [-3.0534, 13.8286, 3.5831], [-3.6749, 11.2727, 3.2666], [-5.7148, 11.1886, 1.5054], [-5.2815, 7.8081, -2.2749], [-5.0935, 7.0498, -1.1354], [-4.2187, 6.0126, -1.5687], [-3.9908, 6.1488, -2.9304], [-4.5778, 7.2802, -3.3534], [-5.8413, 8.6342, -2.4306], [-5.5932, 7.2900, -0.2086], [-3.9048, 5.1841, -0.9509], [-3.5394, 5.4600, -3.6290], [-4.6510, 7.8304, -4.2798], [-6.5302, 17.1839, -5.2620], [-6.0108, 18.2617, -4.5855], [-6.0705, 19.3839, -5.3930], [-6.6173, 18.9939, -6.6130], [-6.8443, 17.6088, -6.4954], [-6.6498, 16.2179, -4.9923], [-5.7083, 18.1052, -3.5606], [-5.7947, 20.3879, -5.1062], [-6.7539, 19.6644, -7.4486], [-7.3124, 16.9942, -7.2500], [-5.6222, 12.0426, -7.3293], [-4.5956, 12.7585, -7.8864], [-3.6991, 11.9349, -8.5513], [-4.1027, 10.6209, -8.2004], [-5.3495, 10.7297, -7.5326], [-6.3785, 12.4632, -6.8086], [-4.7742, 13.8211, -7.8126], [-2.8268, 12.2650, -9.0958], [-3.6991, 9.6607, -8.4859], [-6.0300, 10.0340, -7.0643], [-8.7111, 17.4269, -0.3882], [-9.0173, 18.6203, -0.9238], [-9.6299, 19.3460, 0.0929], [-9.5086, 18.5781, 1.2557], [-8.9137, 17.3986, 0.9734], [-8.3028, 16.6154, -0.8296], [-8.8775, 18.8040, -1.9788], [-10.0327, 20.3477, 0.0661], [-9.8162, 18.9241, 2.2314], [-8.6458, 16.5180, 1.5384], [-0.1456, 17.9631, 1.4197], [-0.0407, 16.8524, 0.6637], [1.0716, 17.1098, -0.0854], [1.6114, 18.3231, 0.2745], [0.8585, 18.8714, 1.2607], [-0.8016, 18.0233, 2.1854], [-0.6120, 15.9598, 0.8718], [1.5369, 16.3830, -0.7347], [2.4770, 18.7761, -0.1858], [0.9347, 19.7540, 1.8785], [5.7548, 9.0404, -0.3675], [4.7361, 9.1712, -1.2470], [3.7097, 8.3840, -0.8046], [4.0835, 7.8342, 0.4153], [5.3993, 8.2464, 0.6677], [6.6396, 9.5231, -0.4321], [4.7949, 9.6903, -2.1922], [2.7978, 8.1892, -1.3495], [3.5288, 7.0675, 0.9358], [5.9643, 8.0518, 1.5673]], "atomic_forces_ev_per_a": [[-0.996, -0.538, -0.524], [0.037, 0.414, -0.134], [-0.320, 0.358, -0.080], [-0.383, 0.523, 1.381], [2.294, 1.417, 0.107], [-0.200, 0.072, -0.698], [-0.663, 0.018, 0.839], [-0.432, -0.860, 0.212], [-0.375, -0.787, -0.133], [-0.451, -0.964, 0.510], [0.384, 0.120, -0.578], [-0.172, 0.046, -0.404], [0.209, -0.068, -0.239], [-0.024, 0.110, 0.257], [-0.498, 0.205, 0.124], [-0.024, -0.138, -0.661], [0.724, -0.224, 0.045], [-0.078, -0.309, -0.225], [0.407, 0.262, -0.161], [-0.114, -0.144, -0.394], [0.194, -0.148, 0.084], [-0.262, 0.046, 0.329], [-0.482, 0.157, 0.136], [0.307, 0.159, 0.408], [0.079, 0.191, -0.200], [-0.966, 0.717, 1.511], [0.878, 0.633, -2.141], [-1.542, -0.849, -0.122], [2.267, -1.771, -0.513], [0.828, 1.581, 1.209], [0.109, 0.810, -0.579], [-0.615, -1.148, 1.134], [-0.003, -0.940, 1.109], [0.446, -0.461, -1.196], [-0.289, 0.346, 0.743], [-0.302, -0.992, 0.137], [-0.736, 1.406, -0.098], [0.100, -0.419, -0.023], [0.251, 0.167, -0.039], [-0.070, -0.133, -0.141], [-0.320, 0.855, -0.090], [0.125, 0.179, -0.354], [0.852, 0.060, 0.204], [-0.195, 0.650, -0.345], [-0.062, 0.047, 0.083], [-0.170, -0.068, -0.180], [0.048, -0.154, -0.034], [0.437, -0.098, -0.157], [0.346, 0.147, -0.391], [-0.123, -0.074, 0.131], [0.175, -0.250, -0.054], [-0.024, 0.062, 0.168], [-0.020, -0.674, -0.500], [1.148, 0.969, 0.552], [0.710, 0.727, -0.357], [-0.954, 0.861, 0.836], [1.052, -1.499, -0.641], [-0.271, -1.167, 1.449], [0.142, 0.366, -1.398], [-0.378, -0.128, 0.049], [-0.034, -0.190, -0.340], [0.153, -0.197, 0.151], [-0.478, 0.893, 0.610], [-0.142, -0.483, -0.770], [-0.560, -0.624, -0.725], [-0.522, -0.713, -0.232], [0.475, 0.603, 0.319], [0.092, -0.209, 0.083], [0.175, 0.550, 0.331], [0.493, -0.042, 0.261], [-0.473, 0.782, -0.101], [0.288, 0.223, -0.117], [-0.336, 0.249, 0.106], [-0.564, -0.297, 0.411], [-0.913, -0.383, 0.999], [0.353, 0.436, -1.076], [0.149, 0.770, 0.396], [-1.910, -0.229, 0.068], [-0.630, 1.635, 0.069], [0.272, -1.257, -1.826], [0.535, -0.644, 0.280], [0.366, 0.223, 0.327], [0.363, -0.441, -0.199], [-0.083, -0.119, 0.002], [-0.220, -0.358, 0.250], [0.329, 0.373, 0.176], [1.033, -0.173, 0.168], [-0.063, -0.118, -0.023], [0.256, 0.105, 0.670], [0.180, -0.996, -0.487], [0.063, -0.029, -0.514], [0.052, 0.843, 0.145], [-0.014, 0.101, 0.586], [-0.053, 0.260, 0.075], [-0.027, -0.084, 0.116], [-0.026, 0.071, -0.170], [-0.374, -1.067, -0.227], [-1.516, 1.571, -0.287], [1.280, -0.063, -0.644], [0.065, -0.530, -0.005], [0.923, 0.409, 0.529], [0.757, 0.751, 1.118], [-0.836, 0.799, 0.796], [-0.101, 0.228, -0.052], [-0.515, -0.015, -0.251], [0.043, 0.117, 0.323], [0.720, -0.574, 0.045], [0.374, 0.059, 0.606], [-0.489, -0.222, -0.867], [-0.219, -0.123, 0.538], [-0.324, -0.864, -0.229], [-0.214, 0.022, 0.343], [0.085, 0.133, -0.162], [-0.188, -0.266, -1.118], [0.174, -0.351, -0.595], [0.106, -0.300, 0.094], [0.309, 0.282, 0.196], [-0.063, -0.045, -0.133], [1.292, 0.400, -0.488], [-0.180, 0.413, -0.250], [-0.704, 0.031, 0.025], [-0.141, -1.804, 0.338], [-0.314, 0.930, 0.370], [-0.135, -0.046, 0.280], [0.537, 0.051, -0.313], [-0.269, 0.058, -0.322], [-0.344, 0.487, 0.031], [0.200, -0.500, 0.350], [0.053, -0.330, 1.413], [-0.415, -0.155, -0.558], [1.543, 1.306, -0.191], [-0.456, -1.151, 1.136], [0.031, 0.324, -1.935], [-0.202, -0.069, 0.011], [-0.257, -0.143, -0.255], [-0.172, 0.035, 0.218], [-0.222, -0.054, -0.002], [-0.015, 0.219, -0.143], [0.531, 0.016, -0.528], [1.275, -0.655, -2.171], [-1.620, 0.298, 2.194], [0.970, -0.815, -1.153], [-1.825, 1.833, 0.860], [-0.205, 0.086, 0.604], [0.217, -0.113, -0.101], [0.019, 0.072, 0.005], [0.420, -0.071, 0.375], [0.106, -0.416, -0.129], [0.472, 0.762, -0.559], [-0.065, -0.394, 0.863], [0.296, -0.210, 1.156], [0.064, -1.476, -0.096], [-0.901, 1.509, -1.946], [-0.027, 0.058, 0.535], [0.044, 0.304, -0.046], [0.096, -0.118, 0.069], [-0.208, -0.394, -0.134], [0.109, -0.288, 0.274], [1.608, -0.209, -0.691], [-1.009, 1.125, -0.368], [-0.371, 0.297, 1.471], [-2.178, -0.446, 0.122], [0.887, -0.295, 0.345], [-0.185, -0.263, 0.237], [0.716, 0.192, -0.382], [-0.074, -0.114, 0.057], [0.190, 0.179, -0.097], [0.293, -0.385, -0.285], [1.445, -1.562, 0.723], [-1.217, 0.385, 0.085], [0.744, 0.430, -0.797], [-0.603, 0.866, 1.738], [-0.057, -0.478, -1.253], [-0.089, 0.136, -0.570], [-0.096, 0.041, 0.123], [0.070, -0.083, -0.243], [-0.042, -0.149, 0.044], [-0.168, 0.185, 0.020], [-1.935, 0.625, 2.781], [0.746, 0.442, 0.072], [0.317, -2.493, -1.245], [1.791, 1.597, -0.665], [-0.696, -0.578, -0.080], [-0.007, 0.083, -0.196], [-0.150, 0.232, -0.303], [-0.070, 0.167, -0.257], [0.044, -0.045, 0.110], [-0.082, -0.064, -0.271], [1.271, 0.857, 0.263], [-0.460, -0.245, -0.927], [-0.678, 0.312, -0.738], [1.259, -0.695, 0.615], [-1.897, -0.805, 0.537], [-0.265, -0.090, -0.007], [0.321, 0.129, 0.229], [-0.003, 0.119, 0.094], [0.064, 0.276, 0.307], [0.365, 0.168, -0.382]], "lowdin_charge": [-0.063, -0.225, -0.174, -0.023, 0.112, 0.147, 0.167, -0.028, -0.196, -0.200, -0.095, 0.085, 0.083, 0.086, 0.125, 0.122, 0.132, 0.116, 0.121, 0.137, 0.114, 0.133, 0.094, 0.086, 0.096, 0.041, -0.484, -0.437, -0.506, -0.513, -0.083, -0.242, -0.234, -0.241, -0.072, -0.252, -0.072, 0.061, 0.063, 0.077, 0.105, 0.109, 0.097, 0.100, 0.069, 0.059, 0.062, 0.106, 0.097, 0.060, 0.069, 0.064, -0.097, -0.303, -0.165, -0.283, -0.104, -0.267, -0.076, 0.085, 0.071, 0.064, 0.101, 0.122, 0.114, 0.103, 0.060, 0.079, 0.079, 0.097, 0.118, 0.077, 0.069, 0.056, -0.077, -0.248, -0.196, -0.264, -0.088, -0.250, -0.094, 0.047, 0.070, 0.066, 0.098, 0.109, 0.111, 0.100, 0.063, 0.068, 0.066, 0.109, 0.112, 0.078, 0.066, 0.054, -0.096, -0.320, -0.175, -0.275, -0.085, -0.225, -0.103, 0.066, 0.080, 0.073, 0.114, 0.107, 0.109, 0.096, 0.062, 0.079, 0.064, 0.109, 0.110, 0.075, 0.069, 0.064, -1.977, 0.510, 0.542, 0.449, 0.465, -2.005, 0.498, 0.484, 0.508, 0.506, 0.044, -0.150, -0.161, -0.150, -0.121, 0.144, 0.099, 0.083, 0.088, 0.112, 0.010, -0.095, -0.129, -0.166, -0.147, 0.144, 0.100, 0.078, 0.091, 0.105, 0.039, -0.150, -0.143, -0.120, -0.154, 0.153, 0.098, 0.084, 0.081, 0.105, 0.030, -0.170, -0.124, -0.123, -0.132, 0.150, 0.100, 0.078, 0.075, 0.109, 0.012, -0.136, -0.124, -0.162, -0.130, 0.146, 0.106, 0.080, 0.084, 0.109, -0.020, -0.127, -0.143, -0.142, -0.118, 0.149, 0.111, 0.090, 0.094, 0.112, -0.007, -0.152, -0.134, -0.114, -0.133, 0.151, 0.105, 0.094, 0.091, 0.103]}